{
  "formula": "C68H97GeInNP3Si",
  "method": "ωB97M-V/def2-TZVPD",
  "symbols": ["In", "C", "Si", "C", "C", "C", "C", "C", "C", "P", "C", "C", "C", "C", "C", "C", "C", "C", "C", "C", "C", "C", "C", "C", "C", "C", "C", "C", "P", "C", "C", "C", "C", "C", "C", "C", "C", "C", "C", "C", "C", "H", "H", "H", "H", "H", "H", "H", "H", "H", "H", "H", "H", "H", "H", "H", "H", "H", "H", "H", "H", "H", "H", "H", "H", "H", "H", "H", "H", "H", "H", "H", "H", "H", "H", "H", "H", "H", "H", "H", "H", "H", "H", "H", "H", "H", "H", "H", "H", "H", "H", "H", "H", "H", "H", "H", "C", "C", "C", "C", "P", "N", "C", "C", "C", "C", "C", "C", "C", "C", "H", "H", "H", "H", "H", "H", "H", "H", "H", "H", "H", "H", "H", "H", "H", "H", "H", "H", "H", "H", "H", "H", "H", "H", "H", "H", "H", "C", "Ge", "C", "C", "C", "C", "C", "C", "C", "C", "C", "C", "C", "C", "C", "C", "C", "C", "C", "C", "H", "H", "H", "H", "H", "H", "H", "H", "H", "H", "H", "H", "H", "H", "H"],
  "xyz": [[0.874, 0.353, 0.059], [0.582, 0.604, 3.972], [-0.209, -0.142, 2.412], [-0.450, -2.013, 2.834], [0.046, -2.494, 4.058], [0.051, -3.843, 4.390], [-0.434, -4.770, 3.482], [-0.937, -4.331, 2.263], [-0.975, -2.975, 1.915], [-1.697, -2.426, 0.280], [-1.318, -3.869, -0.874], [-0.810, -3.337, -2.240], [-1.950, -2.934, -3.172], [-2.854, -4.133, -3.450], [-3.415, -4.702, -2.150], [-2.313, -5.021, -1.132], [-3.497, -2.267, 0.764], [-4.279, -3.420, 1.404], [-5.599, -2.892, 1.985], [-6.437, -2.195, 0.909], [-5.653, -1.059, 0.245], [-4.325, -1.563, -0.325], [-1.996, 0.591, 2.675], [-2.776, 0.075, 3.726], [-4.010, 0.609, 4.061], [-4.520, 1.680, 3.332], [-3.783, 2.201, 2.279], [-2.518, 1.689, 1.947], [-1.461, 2.306, 0.573], [-1.171, 4.110, 0.861], [-0.233, 4.275, 2.070], [0.452, 5.657, 2.043], [-0.422, 6.718, 1.347], [-1.899, 6.439, 1.615], [-2.339, 5.103, 0.968], [-2.454, 2.148, -0.985], [-3.976, 2.297, -0.972], [-4.547, 1.947, -2.352], [-3.919, 2.791, -3.464], [-2.392, 2.673, -3.445], [-1.824, 3.038, -2.074], [-0.022, 0.397, 4.864], [1.603, 0.229, 4.129], [0.650, 1.694, 3.855], [0.460, -1.787, 4.771], [0.449, -4.168, 5.345], [-0.423, -5.829, 3.716], [-1.300, -5.074, 1.566], [-0.452, -4.284, -0.357], [-0.129, -2.496, -2.098], [-0.236, -4.137, -2.727], [-2.527, -2.125, -2.704], [-1.569, -2.539, -4.114], [-3.666, -3.850, -4.127], [-2.264, -4.906, -3.961], [-4.105, -3.973, -1.733], [-3.997, -5.608, -2.342], [-2.761, -5.385, -0.205], [-1.726, -5.854, -1.541], [-3.372, -1.528, 1.558], [-4.514, -4.187, 0.667], [-3.687, -3.893, 2.191], [-6.167, -3.710, 2.437], [-5.372, -2.173, 2.782], [-6.721, -2.931, 0.145], [-7.365, -1.810, 1.342], [-6.249, -0.596, -0.546], [-5.444, -0.285, 0.989], [-4.534, -2.248, -1.151], [-3.751, -0.730, -0.745], [-2.394, -0.771, 4.295], [-4.586, 0.181, 4.874], [-5.493, 2.094, 3.570], [-4.206, 3.016, 1.710], [-0.582, 4.357, -0.029], [-0.819, 4.152, 2.988], [0.522, 3.487, 2.075], [0.670, 5.978, 3.066], [1.412, 5.575, 1.527], [-0.148, 7.719, 1.686], [-0.247, 6.695, 0.266], [-2.052, 6.390, 2.699], [-2.523, 7.257, 1.248], [-3.144, 4.681, 1.566], [-2.743, 5.290, -0.031], [-2.232, 1.108, -1.270], [-4.427, 1.644, -0.220], [-4.249, 3.333, -0.717], [-4.345, 0.886, -2.554], [-5.634, 2.070, -2.345], [-4.313, 2.487, -4.438], [-4.203, 3.842, -3.312], [-2.096, 1.644, -3.685], [-1.953, 3.311, -4.218], [-0.737, 2.905, -2.078], [-2.059, 4.092, -1.855], [5.720, 1.780, 1.961], [5.095, 2.439, 0.717], [6.201, 3.125, -0.086], [4.113, 3.507, 1.255], [4.052, 1.089, -0.167], [2.872, 0.702, 0.755], [3.608, 1.765, -1.867], [4.760, 1.772, -2.878], [2.431, 0.917, -2.459], [3.105, 3.215, -1.732], [5.204, -0.428, -0.386], [6.647, -0.164, -0.823], [4.540, -1.394, -1.383], [5.221, -1.193, 0.956], [6.057, 2.565, 2.649], [6.590, 1.169, 1.712], [4.985, 1.159, 2.482], [6.739, 3.819, 0.576], [5.808, 3.710, -0.917], [6.933, 2.421, -0.486], [4.570, 4.017, 2.112], [3.185, 3.033, 1.592], [3.871, 4.264, 0.509], [5.053, 0.770, -3.192], [5.650, 2.292, -2.510], [4.413, 2.300, -3.775], [2.712, -0.134, -2.452], [2.395, 1.182, -3.530], [0.288, 0.695, -2.527], [3.930, 3.920, -1.583], [2.372, 3.321, -0.936], [2.592, 3.480, -2.663], [6.714, 0.380, -1.767], [7.153, -1.129, -0.962], [7.209, 0.389, -0.068], [4.527, -1.027, -2.407], [3.512, -1.616, -1.087], [5.100, -2.337, -1.376], [5.925, -0.771, 1.675], [5.522, -2.232, 0.769], [4.226, -1.188, 1.405], [1.021, 1.208, -1.897], [-0.489, -0.793, -6.037], [0.397, -2.430, -6.872], [-0.213, -3.694, -6.845], [0.444, -4.847, -7.274], [1.752, -4.773, -7.742], [2.390, -3.535, -7.768], [1.721, -2.390, -7.338], [0.211, 0.606, -7.355], [0.252, 0.478, -8.751], [0.784, 1.474, -9.567], [1.303, 2.638, -9.003], [1.282, 2.792, -7.621], [0.743, 1.787, -6.815], [-2.352, -1.092, -6.851], [-2.641, -1.723, -8.072], [-3.949, -1.917, -8.514], [-5.023, -1.489, -7.737], [-4.772, -0.867, -6.519], [-3.456, -0.680, -6.091], [-1.235, -3.781, -6.483], [-0.066, -5.804, -7.245], [2.267, -5.665, -8.079], [3.414, -3.464, -8.119], [2.242, -1.436, -7.370], [-0.135, -0.426, -9.216], [0.802, 1.341, -10.644], [1.722, 3.412, -9.634], [1.691, 3.690, -7.170], [0.745, 1.913, -5.732], [-1.822, -2.088, -8.691], [-4.133, -2.408, -9.464], [-6.043, -1.644, -8.076], [-5.599, -0.538, -5.899], [-3.276, -0.201, -5.130]],
  "forces_ev_per_a": [[0.5, 0.5, 0.1], [0.4, 0.0, 0.0], [-0.5, -0.3, -0.2], [-0.1, -0.3, -0.3], [-0.1, 0.1, -0.1], [0.0, 0.0, -0.1], [0.0, 0.0, -0.1], [0.0, 0.2, 0.0], [0.0, 0.0, 0.2], [0.1, 0.3, 0.1], [-0.1, 0.0, -0.2], [-0.1, 0.0, 0.1], [-0.1, -0.2, 0.1], [0.0, 0.0, 0.0], [0.2, 0.0, 0.1], [0.0, 0.1, 0.0], [0.0, -0.1, -0.1], [-0.1, 0.2, 0.0], [0.1, 0.0, -0.1], [0.1, 0.0, 0.0], [0.0, -0.1, 0.0], [0.0, 0.0, 0.1], [-0.1, 0.2, -0.1], [0.1, 0.0, -0.1], [0.0, 0.0, -0.2], [0.1, -0.1, 0.0], [0.1, -0.1, 0.1], [-0.1, -0.2, 0.1], [0.0, 0.0, 0.0], [0.0, 0.1, 0.2], [-0.1, 0.1, -0.1], [-0.1, 0.0, -0.1], [0.0, -0.1, 0.0], [0.0, -0.1, 0.0], [0.1, 0.1, 0.0], [0.0, 0.0, 0.0], [0.0, 0.0, -0.1], [0.1, 0.0, 0.0], [0.1, 0.0, 0.1], [-0.1, 0.0, 0.0], [-0.2, 0.0, 0.0], [0.0, 0.0, -0.1], [-0.2, 0.1, 0.0], [0.0, -0.2, 0.0], [0.0, -0.1, -0.1], [0.0, 0.0, 0.0], [0.0, 0.0, 0.0], [-0.1, 0.0, -0.1], [0.1, -0.1, 0.0], [0.0, 0.1, 0.0], [0.0, 0.0, 0.1], [0.0, 0.0, 0.0], [0.1, 0.1, 0.1], [0.0, 0.0, 0.0], [0.0, 0.0, 0.0], [-0.1, 0.0, 0.1], [0.0, 0.0, 0.0], [0.0, 0.0, 0.1], [0.0, 0.0, 0.0], [0.1, 0.2, 0.2], [0.0, -0.1, -0.2], [0.0, 0.0, 0.0], [0.0, 0.0, 0.0], [0.0, 0.0, 0.0], [0.0, 0.0, 0.0], [0.0, 0.0, 0.0], [0.0, 0.0, 0.0], [0.0, 0.1, 0.1], [0.0, 0.1, 0.0], [0.0, 0.0, 0.0], [0.0, 0.1, 0.0], [0.0, 0.0, 0.0], [0.0, 0.0, 0.0], [0.0, 0.0, -0.1], [0.0, 0.0, 0.0], [0.0, 0.0, 0.0], [0.0, 0.0, 0.0], [0.0, 0.0, 0.0], [0.0, 0.0, 0.0], [0.0, 0.0, 0.0], [0.0, 0.0, 0.0], [0.0, 0.0, 0.0], [0.0, 0.0, 0.0], [0.0, 0.0, 0.0], [0.0, 0.0, 0.0], [0.0, 0.0, 0.0], [0.0, 0.0, 0.0], [0.0, -0.1, 0.0], [0.0, 0.0, 0.0], [0.0, 0.0, 0.0], [0.0, 0.0, 0.0], [0.0, -0.1, 0.0], [0.0, 0.1, 0.0], [0.0, 0.0, 0.0], [0.0, 0.0, 0.1], [0.0, -0.1, 0.0], [0.0, 0.0, 0.0], [-0.1, -0.1, 0.2], [0.1, 0.1, 0.1], [0.0, -0.1, 0.0], [-0.1, 0.1, 0.2], [-0.1, 0.0, 0.0], [-0.2, 0.0, 0.0], [0.0, 0.1, -0.1], [-0.3, 0.3, -0.1], [0.1, 0.0, -0.1], [-0.1, -0.1, 0.1], [0.0, -0.1, -0.1], [0.1, 0.0, 0.0], [0.1, 0.0, 0.0], [0.0, 0.0, 0.0], [-0.1, 0.0, 0.0], [0.0, 0.1, -0.1], [0.0, 0.0, 0.0], [0.0, 0.0, 0.1], [0.0, 0.1, 0.0], [0.0, 0.0, -0.1], [0.1, 0.0, 0.0], [0.0, -0.1, 0.0], [0.0, 0.0, 0.0], [-0.1, -0.1, -0.1], [0.0, 0.0, 0.0], [0.1, 0.0, -0.1], [0.1, 0.1, 0.1], [-0.1, 0.1, -0.3], [-0.1, -0.1, 0.0], [0.0, 0.0, 0.0], [0.0, 0.0, 0.0], [0.0, 0.0, 0.0], [0.0, 0.0, 0.0], [0.0, -0.1, -0.1], [0.0, 0.0, 0.0], [0.0, 0.0, 0.0], [0.0, 0.0, 0.0], [0.0, 0.0, -0.1], [0.0, 0.1, 0.0], [0.0, 0.0, -0.1], [0.1, -0.8, 0.5], [0.0, 0.0, 0.0], [0.1, -0.1, -0.1], [0.1, 0.0, 0.0], [0.1, 0.2, 0.0], [-0.1, 0.2, 0.0], [-0.2, 0.0, 0.1], [-0.1, -0.2, 0.0], [0.2, 0.1, -0.1], [0.0, 0.1, 0.1], [0.0, 0.0, 0.2], [-0.1, -0.2, 0.1], [-0.1, -0.2, 0.0], [0.0, -0.1, -0.1], [-0.1, -0.1, -0.1], [-0.1, 0.1, 0.1], [0.1, 0.1, 0.2], [0.1, 0.0, 0.0], [0.2, 0.0, -0.1], [0.0, 0.0, -0.1], [0.0, 0.0, 0.0], [0.0, 0.0, 0.0], [0.0, 0.0, 0.0], [0.0, 0.0, 0.0], [0.0, 0.0, 0.0], [0.0, 0.0, 0.0], [0.0, 0.0, 0.0], [0.0, 0.0, 0.0], [0.0, 0.0, 0.0], [0.0, 0.0, -0.1], [-0.1, 0.0, 0.1], [0.0, 0.0, 0.0], [0.1, 0.0, 0.0], [0.0, 0.0, 0.0], [0.0, 0.0, 0.0]],
  "lowdin_charge": [0.462, -0.235, 0.536, -0.291, -0.117, -0.108, -0.108, -0.118, -0.352, 1.114, -0.427, -0.212, -0.208, -0.203, -0.207, -0.202, -0.436, -0.192, -0.201, -0.206, -0.199, -0.211, -0.289, -0.117, -0.105, -0.104, -0.113, -0.336, 1.051, -0.442, -0.209, -0.187, -0.213, -0.202, -0.188, -0.429, -0.208, -0.206, -0.207, -0.193, -0.224, 0.019, 0.027, 0.013, 0.078, 0.091, 0.091, 0.086, 0.089, 0.090, 0.117, 0.105, 0.036, 0.107, 0.109, 0.073, 0.104, 0.083, 0.112, 0.083, 0.097, 0.101, 0.101, 0.106, 0.111, 0.100, 0.107, 0.100, 0.091, 0.084, 0.097, 0.093, 0.092, 0.077, 0.106, 0.115, 0.087, 0.103, 0.100, 0.098, 0.111, 0.107, 0.098, 0.080, 0.098, 0.102, 0.079, 0.109, 0.104, 0.102, 0.100, 0.107, 0.099, 0.110, 0.065, 0.103, -0.115, -0.584, -0.097, -0.113, 0.801, -0.348, -0.563, -0.095, -0.368, -0.110, -0.586, -0.097, -0.103, -0.116, 0.072, 0.051, 0.074, 0.080, 0.054, 0.055, 0.071, 0.056, 0.054, 0.061, 0.053, 0.084, 0.052, 0.097, -0.062, 0.054, 0.055, 0.086, 0.059, 0.080, 0.051, 0.059, 0.077, 0.077, 0.052, 0.074, 0.060, -0.309, 0.951, -0.358, -0.145, -0.123, -0.140, -0.123, -0.134, -0.349, -0.128, -0.123, -0.137, -0.120, -0.145, -0.337, -0.133, -0.120, -0.136, -0.121, -0.150, 0.084, 0.084, 0.079, 0.084, 0.089, 0.084, 0.083, 0.080, 0.087, 0.072, 0.085, 0.084, 0.082, 0.085, 0.065],
  "energy_ha": -6284.65821,
  "e_above_lowest_ev": 0.540,
  "e_lumo_ev": 3.8,
  "charge": -2,
  "gap_ha": 0.167,
  "largest_force_ev_per_a": 0.94
}

=====

{
  "formula": "C4H8O5",
  "method": "ωB97M-V/def2-TZVPD",
  "symbols": ["C", "O", "C", "O", "O", "H", "H", "H", "H", "C", "C", "O", "O", "H", "H", "H", "H"],
  "xyz": [[-1.810, 1.313, -0.417], [-0.966, 0.182, -0.322], [-1.133, -0.722, 0.900], [-2.149, -0.628, 1.528], [-0.638, -1.930, 0.550], [-2.224, 1.376, -1.425], [-1.229, 2.210, -0.187], [-2.633, 1.213, 0.294], [-0.581, -1.978, -0.435], [1.736, 0.687, -0.929], [1.672, -0.168, 0.082], [2.215, -1.389, 0.110], [0.973, 0.142, 1.407], [2.191, 0.375, -1.855], [1.436, 1.710, -0.789], [1.824, -1.929, -0.593], [1.316, -0.464, 2.080]],
  "forces_ev_per_a": [[-0.1, -0.1, 0.7], [0.0, -2.0, 2.0], [-4.1, 0.7, -5.4], [2.0, 0.7, 1.5], [1.0, 0.0, -0.3], [0.2, -0.1, 0.0], [-0.1, 0.1, 0.0], [0.0, 0.2, -0.1], [0.0, 0.5, 1.1], [0.2, 0.0, 1.1], [-0.9, 1.3, 2.5], [0.0, -0.9, -0.2], [1.7, -0.2, -2.9], [0.2, 0.0, 0.0], [-0.4, 0.0, -0.2], [0.2, 0.0, 0.3], [0.3, -0.1, -0.4]],
  "lowdin_charge": [-0.084, -0.161, -0.493, 0.144, 0.095, 0.090, 0.087, 0.084, 0.145, 0.079, -0.415, 0.060, -0.007, 0.075, 0.072, 0.122, 0.108],
  "energy_ha": -533.32075,
  "e_above_lowest_ev": 3.399,
  "e_lumo_ev": 0.1,
  "smiles": "COC(=O)O.C=C(O)O",
  "gap_ha": 0.345,
  "largest_force_ev_per_a": 6.84
}

=====

{
  "formula": "C32H30N3OP2PmS4Te",
  "method": "ωB97M-V/def2-TZVPD",
  "symbols": ["Pm", "S", "S", "S", "S", "Te", "C", "C", "C", "N", "C", "C", "C", "P", "C", "C", "C", "C", "C", "C", "C", "C", "C", "C", "C", "C", "P", "C", "C", "C", "C", "C", "C", "C", "C", "C", "C", "C", "C", "H", "H", "H", "H", "H", "H", "H", "H", "H", "H", "H", "H", "H", "H", "H", "H", "H", "H", "H", "H", "H", "H", "H", "H", "C", "N", "C", "N", "O", "H", "H", "H", "H", "H", "H"],
  "xyz": [[-0.021, 0.148, 0.135], [-1.853, -1.712, -0.593], [-3.093, -0.423, 0.432], [-2.988, 1.427, -0.484], [-1.388, 2.431, 0.340], [3.368, -2.034, 3.212], [4.950, -1.000, 4.193], [4.678, 0.126, 4.958], [5.732, 0.777, 5.579], [7.001, 0.381, 5.487], [7.250, -0.703, 4.760], [6.268, -1.426, 4.099], [2.431, -0.182, 2.590], [0.660, -0.139, 2.845], [0.571, -0.071, 4.666], [0.665, 1.191, 5.252], [0.792, 1.320, 6.626], [0.822, 0.185, 7.425], [0.710, -1.072, 6.849], [0.582, -1.205, 5.474], [-0.157, -1.775, 2.526], [-1.447, -1.963, 3.031], [-2.113, -3.158, 2.828], [-1.507, -4.178, 2.105], [-0.246, -3.991, 1.568], [0.420, -2.786, 1.758], [2.666, -0.004, 0.805], [4.485, 0.133, 0.663], [5.187, -0.682, -0.217], [6.573, -0.609, -0.275], [7.251, 0.283, 0.541], [6.549, 1.107, 1.411], [5.168, 1.032, 1.475], [2.251, 1.800, 0.555], [2.080, 2.704, 1.602], [1.806, 4.037, 1.337], [1.683, 4.480, 0.028], [1.842, 3.589, -1.022], [2.126, 2.257, -0.762], [3.664, 0.497, 5.052], [5.556, 1.660, 6.186], [8.293, -0.999, 4.692], [6.530, -2.293, 3.505], [0.637, 2.071, 4.619], [0.868, 2.302, 7.074], [0.929, 0.281, 8.498], [0.728, -1.958, 7.471], [0.491, -2.187, 5.031], [-1.912, -1.166, 3.600], [-3.107, -3.296, 3.233], [-2.027, -5.115, 1.953], [0.225, -4.783, 0.999], [1.413, -2.659, 1.336], [4.647, -1.376, -0.850], [7.122, -1.250, -0.954], [8.332, 0.336, 0.504], [7.080, 1.800, 2.053], [4.611, 1.656, 2.163], [2.182, 2.353, 2.622], [1.684, 4.734, 2.156], [1.459, 5.520, -0.173], [1.738, 3.933, -2.043], [2.301, 1.570, -1.583], [1.335, -2.885, -1.741], [0.978, -2.253, -3.001], [0.587, -0.969, -3.076], [0.197, -0.506, -4.283], [0.619, -0.199, -2.098], [1.836, -3.826, -1.953], [0.457, -3.077, -1.122], [2.024, -2.241, -1.193], [0.818, -2.855, -3.788], [0.037, -1.111, -5.066], [-0.204, 0.415, -4.311]],
  "forces_ev_per_a": [[-1.8, -0.1, -0.8], [-0.1, -0.3, -0.4], [0.2, 0.2, 0.3], [-0.2, -0.2, -0.3], [0.3, 0.4, 0.2], [0.2, 0.8, 0.1], [-0.1, -0.2, -0.1], [-0.1, 0.0, 0.0], [0.0, 0.0, 0.0], [0.1, 0.1, 0.0], [0.0, 0.0, 0.0], [-0.1, -0.1, 0.0], [-0.6, -1.1, -0.5], [0.8, -0.5, 1.3], [-0.2, 0.3, -0.1], [0.0, -0.1, 0.0], [0.0, 0.0, 0.0], [0.0, 0.0, 0.0], [0.0, 0.0, 0.0], [0.0, 0.1, 0.0], [0.1, 0.2, -0.1], [0.0, 0.0, 0.0], [0.0, 0.1, 0.0], [0.0, -0.1, -0.1], [0.0, -0.1, 0.0], [0.0, 0.0, 0.3], [1.4, 0.8, 0.8], [-0.1, -0.3, -0.3], [0.0, 0.1, 0.1], [0.0, 0.0, 0.0], [0.0, 0.0, 0.0], [0.0, 0.0, 0.1], [0.0, 0.0, 0.0], [0.0, -0.1, -0.2], [-0.1, 0.0, 0.0], [0.0, 0.0, 0.0], [0.0, 0.0, -0.1], [0.0, 0.1, 0.0], [0.2, 0.0, 0.1], [0.0, 0.0, 0.0], [0.0, 0.0, 0.0], [0.0, 0.0, 0.0], [0.0, 0.0, 0.0], [0.0, 0.0, 0.0], [0.0, 0.0, 0.0], [0.0, 0.0, 0.0], [0.0, 0.0, 0.0], [0.0, 0.0, 0.0], [0.0, 0.0, 0.0], [0.0, 0.0, 0.0], [0.0, 0.0, 0.0], [0.0, 0.0, 0.0], [0.0, 0.0, 0.0], [0.0, 0.0, 0.0], [0.0, 0.0, 0.0], [0.0, 0.0, 0.0], [0.0, 0.0, 0.0], [0.0, 0.0, 0.0], [0.0, 0.0, 0.0], [0.0, 0.0, 0.0], [0.0, 0.0, 0.0], [0.0, 0.0, 0.0], [-0.1, 0.0, 0.0], [0.0, 0.1, 0.1], [0.0, 0.0, 0.1], [-0.1, -0.1, -0.2], [0.0, 0.1, 0.0], [0.2, -0.1, -0.1], [0.0, 0.0, 0.0], [0.0, 0.0, 0.0], [0.0, 0.0, 0.0], [0.0, 0.1, -0.1], [0.0, -0.1, 0.0], [0.0, 0.0, 0.1]],
  "lowdin_charge": [0.921, -0.039, -0.089, -0.110, -0.096, 1.258, -0.543, -0.127, -0.152, 0.049, -0.165, -0.138, -0.916, 0.789, -0.376, -0.104, -0.087, -0.088, -0.075, -0.112, -0.470, -0.143, -0.077, -0.082, -0.104, -0.220, 0.772, -0.388, -0.103, -0.086, -0.084, -0.071, -0.087, -0.471, -0.117, -0.068, -0.081, -0.083, -0.156, 0.084, 0.102, 0.101, 0.090, 0.099, 0.102, 0.102, 0.105, 0.092, 0.116, 0.112, 0.108, 0.110, 0.027, 0.093, 0.101, 0.103, 0.109, 0.104, 0.082, 0.111, 0.109, 0.110, 0.095, -0.065, 0.045, -0.592, 0.198, -0.192, 0.097, 0.032, 0.052, 0.143, 0.111, 0.122],
  "energy_ha": -4628.85055,
  "e_lumo_ev": [0.0, 0.0],
  "spin_multiplicity": 5,
  "gap_ha": [0.263, 0.263],
  "largest_force_ev_per_a": 2.00,
  "s2": 6.01
}